(1)
{"formula": "C3H12N2O2", "method": "ωB97M-V/def2-TZVPD", "elements": ["N", "C", "C", "N", "C", "O", "H", "H", "H", "H", "H", "H", "H", "H", "H", "H", "O", "H", "H"], "xyz": [[-1.94085, 1.91291, 0.92578], [-1.30310, 0.60974, 1.16348], [-0.36513, 0.25538, -0.00123], [0.48212, -0.85064, 0.37958], [-1.13096, -0.04740, -1.24562], [-0.26000, 0.03497, -2.40739], [-1.24641, 2.63069, 1.13954], [-2.65342, 2.02788, 1.63588], [-2.06586, -0.16640, 1.19893], [-0.73564, 0.66881, 2.10066], [0.22442, 1.16048, -0.17504], [0.88310, -1.27021, -0.44908], [1.23276, -0.59256, 1.00414], [-1.57737, -1.03963, -1.28476], [-1.90543, 0.67309, -1.47524], [0.01335, -0.84176, -2.68818], [4.06752, -2.10253, 0.17288], [4.64860, -1.42610, 0.55426], [3.63231, -1.63671, -0.54859]], "mulliken_charge": [-0.587, -0.738, 0.797, -0.678, -0.990, -0.541, 0.230, 0.237, 0.387, 0.302, 0.123, 0.181, 0.250, 0.368, 0.360, 0.307, -0.643, 0.323, 0.312], "homo_energy_ev": -9.342, "e_tot_ha": -381.46817, "e_above_lowest_kcal_mol": 29.3}

***

(2)
{"formula": "C6H6N", "method": "ωB97M-V/def2-TZVPD", "elements": ["C", "C", "C", "C", "C", "N", "C", "H", "H", "H", "H", "H", "H"], "xyz": [[0.88685, 1.76412, -0.55078], [0.28230, 0.59492, -0.52837], [1.11130, -0.76367, -0.58187], [0.13809, -1.49073, 0.22405], [-1.06413, -1.05837, 0.93325], [-1.91976, 0.06011, 0.89077], [-1.20108, 0.74020, -0.05090], [1.99569, 1.59675, -0.59757], [0.48090, 2.67290, -0.25816], [2.04357, -1.12277, -1.01052], [0.36515, -2.60264, 0.48059], [-1.42379, -1.95761, 1.43499], [-1.69509, 1.56679, -0.38549]], "mulliken_charge": [-0.652, 0.539, -0.357, -0.148, -0.002, -0.380, -0.173, 0.236, 0.376, 0.416, 0.259, 0.351, 0.535], "homo_energy_ev": -15.382, "e_tot_ha": -286.53133, "charge": 1, "e_above_lowest_kcal_mol": 65.2}

***

(3)
{"formula": "C26H30AsN2O3PdS", "method": "ωB97M-V/def2-TZVPD", "elements": ["Pd", "C", "N", "C", "C", "O", "C", "O", "C", "C", "O", "N", "C", "C", "H", "H", "H", "H", "H", "H", "H", "H", "H", "H", "H", "H", "H", "H", "H", "H", "S", "C", "C", "C", "C", "C", "C", "As", "C", "C", "C", "C", "C", "C", "C", "C", "C", "C", "C", "C", "H", "H", "H", "H", "H", "H", "H", "H", "H", "H", "H", "H", "H", "H"], "xyz": [[-0.33756, -0.37014, 0.11694], [0.84956, 4.03818, 2.29748], [0.98205, 3.81400, 0.86817], [1.28737, 4.97614, 0.06348], [0.78194, 2.58266, 0.38670], [0.37701, 1.66849, 1.10364], [1.05633, 2.33449, -1.10772], [1.22345, 0.96202, -1.40330], [2.54364, 0.45058, -1.34342], [2.76620, -0.54194, -0.18097], [1.88136, -0.79795, 0.63380], [3.96754, -1.12287, -0.09742], [5.05970, -0.97238, -1.03094], [4.18479, -2.13313, 0.92502], [0.18732, 4.88239, 2.49047], [0.43239, 3.13837, 2.74708], [1.82523, 4.24398, 2.74428], [0.88720, 5.85703, 0.56504], [2.36324, 5.12135, -0.05876], [0.81989, 4.90387, -0.91602], [0.16607, 2.63810, -1.67684], [1.93181, 2.89948, -1.44627], [2.68831, -0.09654, -2.28380], [3.26924, 1.26999, -1.26939], [4.95682, -0.07811, -1.63503], [5.99284, -0.90429, -0.46944], [5.11697, -1.84100, -1.69251], [3.37947, -2.07336, 1.65457], [4.19127, -3.13090, 0.47908], [5.13903, -1.95766, 1.42241], [-0.86713, -1.91297, -1.50883], [-2.47982, -2.50197, -1.17438], [-2.90966, -3.65692, -1.83258], [-4.18313, -4.14827, -1.62132], [-5.04778, -3.49431, -0.75452], [-4.63089, -2.34455, -0.09802], [-3.35769, -1.83042, -0.30597], [-2.70538, -0.22273, 0.57505], [-4.23742, 0.27455, 1.70879], [-5.14974, 1.24285, 1.31048], [-6.25094, 1.52444, 2.10114], [-6.44171, 0.84078, 3.29282], [-5.51407, -0.10229, 3.71070], [-4.40814, -0.38073, 2.92522], [-2.87999, 1.08881, -0.86478], [-3.34089, 0.78502, -2.14002], [-3.34078, 1.75483, -3.12996], [-2.88435, 3.03246, -2.85353], [-2.43895, 3.34872, -1.57895], [-2.43125, 2.37924, -0.59028], [-2.22663, -4.15636, -2.50164], [-4.49623, -5.04675, -2.13337], [-6.04400, -3.87864, -0.59669], [-5.29515, -1.83324, 0.59037], [-4.99103, 1.76483, 0.37421], [-6.96423, 2.27278, 1.78753], [-7.31250, 1.04576, 3.89728], [-5.65673, -0.61808, 4.64998], [-3.66445, -1.10957, 3.23699], [-3.70608, -0.21185, -2.35657], [-3.71160, 1.51347, -4.11423], [-2.88276, 3.78542, -3.62764], [-2.11650, 4.35554, -1.35153], [-2.09647, 2.61543, 0.41819]], "mulliken_charge": [0.136, -1.024, 0.177, -1.022, 1.114, -0.677, -1.272, -0.300, -1.060, 0.877, -0.750, 0.090, -0.938, -1.030, 0.355, 0.272, 0.361, 0.321, 0.298, 0.381, 0.360, 0.564, 0.553, 0.516, 0.331, 0.329, 0.306, 0.277, 0.352, 0.328, -0.316, 0.605, -0.605, -0.603, -0.738, -0.154, 0.028, 1.047, -0.253, 0.049, -0.733, -0.440, -0.637, -0.213, 0.489, -0.372, -0.766, -0.503, -0.815, -0.332, 0.470, 0.383, 0.423, 0.383, 0.395, 0.410, 0.402, 0.404, 0.398, 0.425, 0.429, 0.416, 0.498, 0.603], "homo_energy_ev": [-10.127, -11.051], "multiplicity": 3, "s_squared": 2.02, "e_tot_ha": -4105.60676, "charge": 1}

***

(4)
{"formula": "C4H5NO", "method": "ωB97M-V/def2-TZVPD", "elements": ["C", "C", "C", "C", "N", "O", "H", "H", "H", "H", "H"], "xyz": [[-2.77176, -0.45216, -0.17880], [-1.08157, 0.11639, 0.01883], [0.19187, 0.62425, 0.14402], [1.42414, -0.21612, -0.03047], [-1.66766, -1.13441, -0.15624], [0.44085, 1.95989, 0.30088], [1.65736, -0.31037, -1.09284], [2.25817, 0.27810, 0.45829], [1.29072, -1.21032, 0.38529], [-1.35000, -2.09960, -0.22420], [-0.39213, 2.44433, 0.37525]], "mulliken_charge": [-0.185, -0.383, 0.738, -1.147, 0.056, -0.518, 0.252, 0.328, 0.320, 0.219, 0.319], "homo_energy_ev": -8.030, "e_tot_ha": -285.22544, "e_above_lowest_kcal_mol": 118.7}

***

(5)
{"formula": "CBr2O", "method": "ωB97M-V/def2-TZVPD", "elements": ["O", "C", "Br", "Br"], "xyz": [[-0.48330, 0.74215, -1.02982], [-0.12612, 0.00113, -0.10806], [0.93886, -1.52401, -0.48001], [-0.32944, 0.78073, 1.61789]], "mulliken_charge": [-0.366, 0.442, -0.030, -0.046], "homo_energy_ev": -10.767, "e_tot_ha": -5261.35604, "e_above_lowest_kcal_mol": 7.7}

***

(6)
{"formula": "C23H22N2O7S", "method": "ωB97M-V/def2-TZVPD", "elements": ["C", "O", "C", "C", "C", "C", "N", "C", "C", "O", "N", "C", "C", "C", "C", "C", "C", "O", "C", "O", "S", "O", "O", "C", "C", "C", "C", "C", "C", "C", "O", "C", "C", "H", "H", "H", "H", "H", "H", "H", "H", "H", "H", "H", "H", "H", "H", "H", "H", "H", "H", "H", "H", "H", "H"], "xyz": [[-1.15316, 1.95328, -6.01622], [0.06820, 1.73249, -5.34938], [0.03459, 1.36401, -4.04163], [-1.11803, 1.17576, -3.29142], [-1.00833, 0.80177, -1.96254], [0.22248, 0.60380, -1.36420], [0.24852, 0.16781, -0.01909], [1.19314, 0.75069, 0.90610], [0.64300, 0.80715, 2.33820], [1.39250, 0.95235, 3.27737], [-0.70779, 0.76640, 2.38738], [-1.54129, 0.68239, 3.50513], [-1.07697, 0.88652, 4.79865], [-1.93422, 0.81348, 5.89301], [-3.25701, 0.53929, 5.64872], [-3.72577, 0.33512, 4.35008], [-2.89412, 0.40069, 3.26275], [-5.07242, 0.08277, 4.38542], [-5.43493, 0.11669, 5.74938], [-4.30201, 0.41825, 6.53262], [0.03925, -1.50067, 0.13272], [-1.17097, -1.82241, -0.56356], [0.13027, -1.81385, 1.52596], [1.43737, -2.18728, -0.74147], [1.35463, -2.35413, -2.10999], [2.47379, -2.78853, -2.80073], [3.65250, -3.04300, -2.11586], [3.71784, -2.87711, -0.74121], [2.60148, -2.44315, -0.04488], [1.39344, 0.77003, -2.12909], [2.57682, 0.51948, -1.49981], [3.77173, 0.65945, -2.23166], [1.28415, 1.16203, -3.45099], [-0.88511, 2.23572, -7.03295], [-1.72170, 2.76516, -5.55276], [-1.76583, 1.04705, -6.04146], [-2.09700, 1.31354, -3.71868], [-1.89587, 0.63603, -1.37450], [1.40251, 1.77732, 0.59234], [2.14547, 0.21108, 0.93667], [-1.15457, 0.55536, 1.50255], [-0.03152, 1.09176, 4.95137], [-1.57324, 0.96651, 6.89570], [-3.26210, 0.22696, 2.26497], [-5.83947, -0.86484, 6.04702], [-6.20712, 0.88743, 5.90528], [0.41890, -2.15053, -2.60626], [2.42729, -2.92537, -3.87078], [4.52542, -3.37677, -2.65744], [4.63645, -3.08373, -0.21334], [2.60943, -2.31481, 1.02612], [4.56876, 0.39827, -1.53775], [3.79744, -0.02286, -3.08622], [3.91183, 1.68806, -2.57667], [2.15139, 1.30707, -4.07298]], "mulliken_charge": [-0.870, -0.460, 0.347, -1.092, -0.443, -0.965, 0.388, -0.102, 0.190, -0.696, 0.072, 0.541, -0.405, -1.177, 1.001, 0.958, -1.409, -0.501, -0.260, -0.480, 1.625, -0.747, -0.677, 0.026, -0.366, -0.769, -0.411, -0.787, -0.250, 0.792, -0.159, -1.175, -0.166, 0.258, 0.347, 0.343, 0.404, 0.536, 0.603, 0.119, 0.060, 0.557, 0.420, 0.442, 0.241, 0.238, 0.489, 0.428, 0.417, 0.425, 0.555, 0.250, 0.405, 0.402, 0.491], "homo_energy_ev": -7.479, "e_tot_ha": -1924.00098, "e_above_lowest_kcal_mol": 54.7}

***

(7)
{"formula": "C27H24F10N5O3OsS", "method": "ωB97M-V/def2-TZVPD", "elements": ["Os", "C", "N", "C", "C", "N", "C", "C", "F", "C", "F", "C", "F", "C", "F", "C", "F", "C", "C", "N", "C", "C", "F", "C", "F", "C", "F", "C", "F", "C", "F", "H", "H", "H", "H", "H", "H", "H", "H", "H", "H", "H", "O", "N", "C", "C", "C", "C", "C", "S", "H", "H", "H", "H", "O", "C", "O", "C", "N", "C", "C", "C", "H", "H", "H", "H", "H", "H", "H", "H", "H"], "xyz": [[0.33946, -0.64465, 0.75343], [1.02594, -3.55682, 1.22160], [0.81488, -2.63131, 0.09271], [2.05416, -2.51907, -0.72348], [2.95439, -1.45380, -0.11160], [2.16168, -0.23328, -0.02184], [2.82966, 0.98155, 0.02174], [3.87051, 1.25648, 0.90796], [4.27696, 0.29908, 1.76386], [4.47715, 2.49684, 0.98957], [5.46049, 2.71051, 1.86947], [4.04524, 3.52562, 0.17510], [4.61947, 4.72883, 0.24612], [3.01672, 3.29280, -0.72233], [2.61303, 4.27340, -1.53055], [2.43584, 2.04196, -0.79613], [1.47798, 1.84752, -1.70752], [-0.37051, -3.04903, -0.69063], [-1.64279, -2.71588, 0.07414], [-1.51582, -1.34993, 0.59030], [-2.71349, -0.72165, 0.95618], [-2.92002, -0.29568, 2.26686], [-2.01804, -0.58081, 3.21217], [-4.04954, 0.40624, 2.64464], [-4.20112, 0.80749, 3.90923], [-5.03845, 0.67703, 1.71855], [-6.13399, 1.34542, 2.08112], [-4.88907, 0.23381, 0.41751], [-5.84191, 0.47871, -0.48433], [-3.74715, -0.45494, 0.05657], [-3.65019, -0.85838, -1.22361], [1.13692, -4.58172, 0.85235], [0.18513, -3.49802, 1.90763], [1.92084, -3.26597, 1.76393], [1.76027, -2.19804, -1.72360], [2.55452, -3.49108, -0.79331], [3.84134, -1.32074, -0.74018], [3.30652, -1.79531, 0.87211], [-0.31657, -4.11497, -0.94314], [-0.36300, -2.46792, -1.61638], [-1.82378, -3.43850, 0.88106], [-2.48122, -2.81178, -0.62048], [1.19796, -0.98167, 2.49835], [1.48077, 0.13246, 3.24619], [2.31509, -0.08258, 4.28751], [2.62710, 0.92355, 5.14706], [2.05271, 2.18887, 4.92842], [1.21662, 2.38015, 3.86718], [0.91511, 1.33105, 2.96905], [-0.06688, 1.52720, 1.58863], [2.68992, -1.09233, 4.35244], [3.30437, 0.73669, 5.96603], [2.27806, 3.01063, 5.59450], [0.76455, 3.34069, 3.66467], [-1.47870, 2.91646, -2.12738], [-1.33275, 1.74551, -2.33750], [-1.45458, 0.81038, -1.39108], [-1.02418, 1.17670, -3.72518], [-0.89722, -0.29488, -3.66614], [-1.90835, -0.90320, -4.55181], [-2.99660, 0.16004, -4.62013], [-2.18218, 1.45078, -4.69536], [-0.10089, 1.65749, -4.04924], [-1.35142, -0.04413, -1.87013], [0.04168, -0.59714, -3.88263], [-2.26035, -1.84931, -4.13891], [-1.50535, -1.09467, -5.55235], [-3.59710, 0.13972, -3.70757], [-3.66291, 0.02148, -5.46974], [-2.73379, 2.34567, -4.41614], [-1.79308, 1.59039, -5.70555]], "mulliken_charge": [1.103, -1.311, 0.413, -0.888, -0.501, 0.568, -1.085, 0.657, -0.414, 0.242, -0.331, 0.741, -0.328, 0.073, -0.312, 0.067, -0.053, -0.830, -0.817, 0.938, -0.877, 0.126, -0.384, 0.269, -0.318, 0.658, -0.312, 0.082, -0.323, 0.432, -0.417, 0.311, 0.320, 0.374, 0.263, 0.364, 0.564, 0.211, 0.345, 0.202, 0.338, 0.555, -0.675, 0.109, -0.304, -0.764, -0.231, -0.940, 0.930, -0.591, 0.461, 0.447, 0.406, 0.461, -0.697, 0.037, -0.082, 0.634, -0.622, -0.683, -0.411, -0.939, 0.427, 0.097, 0.250, 0.309, 0.409, 0.068, 0.432, 0.412, 0.334], "homo_energy_ev": [-6.859, -7.182], "multiplicity": 2, "s_squared": 0.75, "e_tot_ha": -3030.21924, "e_above_lowest_kcal_mol": 13.6}